Entry from the Open Molecules 2025 dataset: a single C16H19NO3 molecule (ωB97M-V/def2-TZVPD).

## Properties
Highest occupied orbital energy   -9.05 eV
HOMO-LUMO gap   9.861 eV
ΔE to the lowest compared entry with this formula, charge and spin   322.5 kJ/mol
Structure (SMILES)   CC(=O)O[C@@H](C#CCN1CCOCC1)c1ccccc1
Electronic energy   -24530.980 eV

Element x y z (Å)
1 C -3.653 -2.837 -1.695
2 C -3.488 -2.071 -0.408
3 O -4.310 -2.005 0.467
4 O -2.302 -1.464 -0.375
5 C -1.999 -0.647 0.783
6 C -0.600 -0.840 1.113
7 C 0.562 -1.012 1.352
8 C 1.978 -1.177 1.616
9 N 2.765 -0.337 0.727
10 C 2.632 -0.732 -0.665
11 C 3.389 0.271 -1.534
12 O 4.751 0.329 -1.179
13 C 4.892 0.680 0.177
14 C 4.169 -0.310 1.091
15 C -2.321 0.798 0.460
16 C -1.383 1.613 -0.160
17 C -1.710 2.915 -0.493
18 C -2.974 3.408 -0.216
19 C -3.913 2.595 0.395
20 C -3.589 1.292 0.733
21 H -4.304 -3.691 -1.529
22 H -4.119 -2.181 -2.428
23 H -2.686 -3.153 -2.071
24 H -2.634 -0.996 1.610
25 H 2.239 -2.249 1.517
26 H 2.183 -0.868 2.647
27 H 1.574 -0.734 -0.932
28 H 3.044 -1.744 -0.837
29 H 3.357 -0.023 -2.584
30 H 2.931 1.265 -1.416
31 H 5.964 0.684 0.383
32 H 4.481 1.686 0.346
33 H 4.265 0.018 2.129
34 H 4.637 -1.307 0.987
35 H -0.398 1.224 -0.372
36 H -0.977 3.547 -0.972
37 H -3.228 4.425 -0.477
38 H -4.901 2.974 0.611
39 H -4.324 0.654 1.202